Formula: C8H10OS
Source: the OMol25 dataset
Level of theory: wB97M-V/def2-TZVPD

Values from the calculation:
**HOMO-LUMO gap**: 0.330 hartree
**HOMO energy**: -8.8 eV

```
! wB97M-V def2-TZVPD RIJCOSX def2/J DEFGRID3
* xyz 0 1
C 1.906 0.386 -1.491
C 1.710 1.610 -0.902
C 1.405 -0.705 -0.734
C -2.175 0.415 -1.574
C -1.328 -0.437 -1.018
C 0.493 -0.062 0.536
C 1.020 -0.606 1.879
C -0.952 -0.453 0.386
O 1.745 -1.860 -0.754
S 0.777 1.706 0.549
H 2.421 0.062 -2.311
H 2.114 2.596 -1.198
H -2.417 0.309 -2.624
H -2.550 1.199 -0.910
H -0.910 -1.195 -1.606
H 0.863 -0.069 2.753
H 2.132 -0.635 1.920
H 0.747 -1.575 2.109
H -1.690 0.096 0.976
H -0.956 -1.611 0.672
*
```

Löwdin population analysis, charges in e, atoms 1 to 5:
1 C -0.08
2 C -0.35
3 C -0.40
4 C 0.03
5 C -0.23